{
  "formula": "C95H188F24N7O16",
  "method": "ωB97M-V/def2-TZVPD",
  "total_charge": -1,
  "de_lowest_kj_mol": 0.0,
  "e_homo_ev": -5.29,
  "energy_ev": -209962.632,
  "elements": ["C", "C", "C", "C", "N", "C", "C", "C", "C", "C", "H", "H", "H", "H", "H", "H", "H", "H", "H", "H", "H", "H", "H", "H", "H", "H", "H", "H", "H", "H", "C", "C", "C", "C", "N", "C", "C", "C", "C", "C", "H", "H", "H", "H", "H", "H", "H", "H", "H", "H", "H", "H", "H", "H", "H", "H", "H", "H", "H", "H", "C", "C", "C", "C", "N", "C", "C", "C", "C", "C", "H", "H", "H", "H", "H", "H", "H", "H", "H", "H", "H", "H", "H", "H", "H", "H", "H", "H", "H", "H", "C", "C", "C", "C", "N", "C", "C", "C", "C", "C", "H", "H", "H", "H", "H", "H", "H", "H", "H", "H", "H", "H", "H", "H", "H", "H", "H", "H", "H", "H", "C", "C", "C", "C", "N", "C", "C", "C", "C", "C", "H", "H", "H", "H", "H", "H", "H", "H", "H", "H", "H", "H", "H", "H", "H", "H", "H", "H", "H", "H", "C", "C", "C", "C", "N", "C", "C", "C", "C", "C", "H", "H", "H", "H", "H", "H", "H", "H", "H", "H", "H", "H", "H", "H", "H", "H", "H", "H", "H", "H", "C", "C", "C", "C", "N", "C", "C", "C", "C", "C", "H", "H", "H", "H", "H", "H", "H", "H", "H", "H", "H", "H", "H", "H", "H", "H", "H", "H", "H", "H", "C", "O", "O", "C", "F", "F", "F", "C", "C", "H", "H", "H", "H", "H", "H", "C", "O", "O", "C", "F", "F", "F", "C", "C", "H", "H", "H", "H", "H", "H", "C", "O", "O", "C", "F", "F", "F", "C", "C", "H", "H", "H", "H", "H", "H", "C", "O", "O", "C", "F", "F", "F", "C", "C", "H", "H", "H", "H", "H", "H", "C", "O", "O", "C", "F", "F", "F", "C", "C", "H", "H", "H", "H", "H", "H", "C", "O", "O", "C", "F", "F", "F", "C", "C", "H", "H", "H", "H", "H", "H", "C", "O", "O", "C", "F", "F", "F", "C", "C", "H", "H", "H", "H", "H", "H", "C", "O", "O", "C", "F", "F", "F", "C", "C", "H", "H", "H", "H", "H", "H"],
  "coordinates": [[8.814, -24.285, -0.950], [9.072, -23.893, -2.417], [8.069, -23.006, -3.148], [6.920, -23.915, -3.555], [5.724, -23.194, -3.936], [4.789, -24.025, -4.861], [3.977, -22.961, -5.611], [4.699, -21.617, -5.431], [6.049, -21.969, -4.801], [5.128, -22.713, -2.640], [8.732, -23.423, -0.302], [9.620, -25.039, -0.669], [7.889, -24.818, -0.904], [9.188, -24.761, -3.055], [10.062, -23.397, -2.480], [8.552, -22.574, -4.031], [7.755, -22.128, -2.603], [6.590, -24.561, -2.714], [7.177, -24.571, -4.441], [4.222, -24.814, -4.292], [5.456, -24.431, -5.596], [2.949, -22.774, -5.239], [3.944, -23.248, -6.603], [4.036, -20.899, -4.902], [4.792, -21.059, -6.363], [6.497, -21.202, -4.143], [6.756, -22.283, -5.552], [4.607, -23.516, -2.166], [4.401, -21.982, -3.004], [5.827, -22.186, -2.054], [6.930, -34.082, -1.445], [6.478, -34.019, -2.946], [7.509, -33.969, -4.045], [8.215, -32.613, -4.196], [9.670, -32.670, -4.390], [10.355, -33.429, -3.243], [11.699, -32.819, -3.104], [11.597, -31.310, -3.495], [10.281, -31.265, -4.361], [9.967, -33.385, -5.744], [7.924, -34.598, -1.490], [6.268, -34.648, -0.799], [7.098, -33.064, -1.067], [5.826, -33.162, -3.080], [5.838, -34.890, -3.094], [6.986, -34.200, -5.007], [8.269, -34.795, -3.837], [8.140, -32.119, -3.249], [7.922, -31.966, -4.998], [10.334, -34.502, -3.430], [9.770, -33.181, -2.312], [12.445, -33.427, -3.659], [12.003, -32.919, -2.037], [12.497, -31.119, -4.100], [11.445, -30.655, -2.602], [10.501, -30.932, -5.351], [9.546, -30.596, -3.928], [9.537, -32.645, -6.503], [9.539, -34.355, -5.877], [11.017, -33.604, -6.040], [12.309, -20.931, -11.976], [11.112, -21.059, -11.098], [9.769, -21.653, -11.702], [10.122, -22.866, -12.494], [8.993, -23.772, -13.044], [8.518, -24.586, -11.858], [9.424, -25.787, -11.874], [10.274, -25.782, -13.104], [9.465, -24.802, -13.993], [7.886, -22.911, -13.678], [12.608, -21.808, -12.513], [13.160, -20.783, -11.284], [12.318, -20.164, -12.744], [10.976, -20.120, -10.569], [11.395, -21.787, -10.288], [9.159, -20.928, -12.297], [9.170, -21.971, -10.814], [10.703, -23.530, -11.835], [10.737, -22.547, -13.361], [7.505, -24.846, -12.118], [8.548, -23.955, -10.952], [8.791, -26.617, -11.841], [9.924, -25.799, -10.858], [10.235, -26.792, -13.536], [11.304, -25.480, -13.060], [8.599, -25.207, -14.460], [10.083, -24.365, -14.796], [7.558, -22.218, -12.890], [7.052, -23.597, -13.913], [8.322, -22.394, -14.540], [5.668, -32.606, -10.863], [5.283, -33.826, -10.092], [5.931, -33.950, -8.681], [5.284, -34.877, -7.716], [5.905, -36.265, -7.733], [5.933, -36.935, -9.072], [6.357, -38.322, -8.687], [5.531, -38.600, -7.462], [5.094, -37.249, -6.914], [7.332, -36.176, -7.139], [6.683, -32.526, -11.086], [5.403, -31.787, -10.227], [5.045, -32.558, -11.747], [5.432, -34.658, -10.773], [4.202, -33.755, -9.813], [5.618, -32.911, -8.308], [7.068, -34.040, -8.687], [4.181, -35.017, -7.862], [5.341, -34.543, -6.668], [6.771, -36.399, -9.497], [4.957, -36.811, -9.529], [7.401, -38.449, -8.495], [6.121, -38.944, -9.526], [6.065, -39.118, -6.680], [4.677, -39.209, -7.709], [5.188, -37.114, -5.876], [4.005, -37.014, -7.182], [8.030, -35.678, -7.810], [7.526, -37.220, -6.824], [7.183, -35.623, -6.197], [8.972, -34.969, -18.199], [9.658, -33.915, -17.238], [8.623, -33.217, -16.422], [9.372, -32.307, -15.471], [8.551, -31.240, -14.719], [8.143, -30.130, -15.658], [9.208, -29.080, -15.611], [10.238, -29.597, -14.545], [9.424, -30.529, -13.724], [7.420, -31.830, -13.903], [8.163, -35.391, -17.647], [9.764, -35.620, -18.580], [8.489, -34.514, -19.093], [10.217, -33.190, -17.843], [10.384, -34.469, -16.601], [8.000, -33.889, -15.874], [8.037, -32.592, -17.086], [10.190, -31.708, -15.961], [9.907, -32.893, -14.669], [7.191, -29.784, -15.229], [7.842, -30.432, -16.666], [8.791, -28.207, -15.183], [9.661, -28.793, -16.541], [10.642, -28.845, -13.824], [11.183, -29.968, -14.957], [8.797, -30.053, -13.067], [9.915, -31.374, -13.186], [6.827, -32.459, -14.594], [6.882, -31.083, -13.357], [7.948, -32.569, -13.225], [13.074, -33.666, -15.654], [13.336, -32.709, -14.576], [12.873, -33.290, -13.232], [13.101, -32.321, -12.030], [13.070, -32.802, -10.619], [11.865, -33.580, -10.224], [11.578, -33.228, -8.762], [12.355, -31.980, -8.503], [13.012, -31.555, -9.832], [14.251, -33.598, -10.240], [13.566, -34.658, -15.639], [13.168, -33.115, -16.614], [11.988, -33.935, -15.597], [12.762, -31.799, -14.718], [14.397, -32.392, -14.589], [13.290, -34.302, -12.991], [11.802, -33.385, -13.262], [12.386, -31.512, -12.181], [14.044, -31.808, -12.170], [12.118, -34.562, -10.495], [11.045, -33.393, -10.931], [11.960, -34.007, -8.084], [10.497, -33.161, -8.601], [13.139, -32.086, -7.822], [11.653, -31.225, -8.079], [13.880, -30.995, -9.591], [12.250, -30.835, -10.286], [14.366, -33.591, -9.143], [15.167, -33.099, -10.574], [14.157, -34.627, -10.659], [9.244, -31.390, -9.606], [8.890, -29.929, -9.566], [8.750, -29.561, -8.110], [8.531, -28.045, -8.012], [8.633, -27.435, -6.678], [8.669, -25.912, -6.772], [9.609, -25.409, -5.734], [10.103, -26.648, -4.941], [9.919, -27.716, -5.971], [7.432, -27.781, -5.802], [10.094, -31.522, -8.915], [9.488, -31.780, -10.619], [8.483, -31.971, -9.233], [7.953, -29.783, -10.131], [9.679, -29.438, -10.140], [9.690, -29.859, -7.586], [7.926, -30.146, -7.574], [7.520, -27.749, -8.221], [9.148, -27.484, -8.716], [7.680, -25.502, -6.796], [9.222, -25.712, -7.717], [9.116, -24.735, -5.085], [10.512, -25.015, -6.187], [9.550, -26.912, -4.032], [11.116, -26.613, -4.618], [9.899, -28.652, -5.471], [10.832, -27.766, -6.667], [7.681, -28.706, -5.317], [6.559, -28.010, -6.431], [7.258, -26.842, -5.210], [7.986, -29.946, -1.973], [8.635, -28.622, -1.900], [8.796, -30.957, -1.730], [6.851, -29.919, -0.940], [7.173, -30.399, 0.307], [6.222, -28.766, -0.701], [5.827, -30.738, -1.388], [9.257, -28.106, -0.701], [10.431, -28.901, -0.232], [11.181, -28.305, 0.265], [10.223, -29.735, 0.424], [11.051, -29.364, -1.089], [8.544, -27.935, 0.134], [9.512, -27.123, -1.069], [7.640, -29.790, -3.043], [7.022, -23.338, -8.044], [7.622, -22.039, -8.077], [6.617, -23.738, -6.878], [5.905, -23.176, -8.955], [6.243, -22.804, -10.233], [5.224, -24.313, -9.201], [5.116, -22.257, -8.460], [8.984, -22.142, -7.633], [9.462, -20.731, -7.343], [10.556, -20.812, -7.134], [9.192, -20.134, -8.267], [8.776, -20.440, -6.504], [9.666, -22.642, -8.337], [8.940, -22.646, -6.669], [7.744, -24.043, -8.487], [10.528, -36.404, -8.356], [9.873, -37.634, -8.691], [9.688, -35.363, -8.318], [11.044, -36.844, -7.000], [11.918, -37.912, -7.173], [11.795, -35.950, -6.278], [10.105, -37.211, -6.152], [10.073, -38.159, -9.995], [9.722, -39.628, -10.091], [9.566, -40.009, -11.091], [10.463, -40.193, -9.563], [8.812, -39.728, -9.564], [11.069, -38.026, -10.315], [9.456, -37.594, -10.700], [11.437, -36.293, -9.021], [12.440, -23.343, -7.907], [13.630, -23.597, -7.151], [12.461, -22.281, -8.622], [12.195, -24.594, -8.775], [11.736, -25.747, -8.183], [11.117, -24.298, -9.682], [13.285, -24.890, -9.478], [14.850, -23.050, -7.661], [15.976, -23.945, -7.229], [15.778, -24.239, -6.218], [16.021, -24.780, -7.860], [16.933, -23.472, -7.243], [14.787, -21.949, -7.369], [14.760, -23.057, -8.778], [11.769, -23.396, -7.020], [5.387, -31.187, -6.191], [5.041, -31.061, -7.535], [6.243, -30.328, -5.620], [4.080, -30.947, -5.402], [4.204, -31.103, -4.102], [3.580, -29.686, -5.560], [3.103, -31.777, -5.806], [5.049, -29.743, -8.128], [3.809, -29.736, -8.995], [3.851, -30.439, -9.785], [2.981, -29.841, -8.334], [3.691, -28.741, -9.443], [6.021, -29.595, -8.650], [4.925, -29.000, -7.341], [5.694, -32.232, -6.116], [6.087, -27.177, -13.792], [4.704, -26.804, -14.020], [7.023, -26.275, -13.993], [6.077, -28.059, -12.558], [5.649, -27.528, -11.344], [5.326, -29.201, -12.844], [7.319, -28.530, -12.320], [4.199, -25.710, -13.220], [3.721, -24.729, -14.240], [4.566, -24.213, -14.652], [3.150, -25.266, -14.994], [3.016, -24.011, -13.731], [4.937, -25.291, -12.517], [3.319, -26.069, -12.712], [6.184, -28.033, -14.431], [9.556, -34.950, -12.518], [10.279, -35.707, -13.543], [9.622, -33.611, -12.558], [8.162, -35.557, -12.802], [7.845, -35.179, -14.015], [8.157, -36.968, -12.683], [7.146, -35.146, -12.036], [11.265, -36.570, -13.137], [11.946, -37.185, -14.353], [11.428, -38.063, -14.738], [12.014, -36.410, -15.121], [12.917, -37.545, -14.011], [10.958, -37.351, -12.432], [11.997, -35.953, -12.579], [9.958, -35.347, -11.619], [16.416, -30.079, -8.750], [14.966, -29.922, -7.806], [17.120, -29.037, -8.564], [17.099, -31.367, -8.150], [16.370, -32.560, -8.196], [18.228, -31.590, -8.906], [17.522, -31.186, -6.916], [14.262, -28.750, -8.050], [13.539, -28.485, -6.753], [13.313, -27.438, -6.622], [12.592, -29.078, -6.529], [14.182, -28.773, -5.899], [13.680, -28.749, -8.953], [14.975, -27.959, -8.290], [15.980, -30.214, -9.745]],
  "mulliken_charge": [-1.440, -0.016, -0.565, -0.577, 0.271, 0.173, -0.713, -1.149, 0.124, -1.090, 0.401, 0.353, 0.313, -0.221, 0.502, -0.186, 0.953, 0.799, -0.178, 0.523, -0.421, 0.373, 0.377, 0.420, 0.449, 0.488, -0.187, 0.315, 0.500, 0.377, -1.008, -0.755, 1.320, 1.370, 0.926, -0.366, -1.136, 0.415, 0.842, -0.511, 0.189, 0.441, 0.043, 0.041, 0.534, -1.818, 0.514, -0.655, -0.155, 0.481, 0.221, 0.323, 0.476, 0.391, -0.802, 0.321, -0.938, -0.095, -0.236, 0.509, -1.788, 0.279, 0.251, -0.725, 0.658, 1.092, 0.542, 0.867, -1.094, -0.787, 0.349, 0.395, 0.345, 0.591, -0.330, 0.331, -0.198, -0.038, 0.578, -0.417, -0.521, -0.589, 0.038, -1.043, 0.447, 0.525, 0.415, 0.326, 0.087, 0.314, -0.018, -0.903, 3.013, -1.512, 0.605, -0.714, -0.358, -0.919, -0.615, -0.364, -0.667, -0.466, 0.769, 0.297, 0.405, -0.708, -1.119, 0.496, 0.214, 0.468, 0.415, -0.310, 0.836, 0.466, 0.294, 0.475, 0.437, 0.070, 0.923, -0.615, -1.543, 0.478, -0.774, -0.425, 1.419, -0.866, 0.301, -0.444, 0.467, -0.140, 0.369, 0.425, 0.368, 0.440, -0.425, 0.454, 0.397, 0.433, -0.352, 0.268, 0.340, -0.784, 0.685, 0.547, 0.004, -0.039, -0.514, 0.566, 0.142, -0.605, -0.659, -0.050, 0.561, -1.590, 1.317, 0.381, 0.189, -0.572, -0.350, -0.883, 0.407, 0.356, -0.494, -0.090, 0.442, 0.338, -0.421, 0.225, 0.552, 0.644, -1.217, 0.621, 0.002, 1.056, -0.673, -0.260, -0.120, 0.397, 0.315, 0.206, 1.424, -0.146, 0.790, -1.668, 1.049, 1.032, 1.004, -1.543, 0.813, -0.092, -1.032, -0.424, -0.256, -0.429, 0.785, -0.030, -0.682, 0.628, 0.197, 0.522, -1.209, -0.685, -0.407, -0.159, 1.010, -0.135, -0.540, 0.319, -0.380, -0.168, 1.255, 0.115, -0.754, 0.466, -0.311, -0.293, -0.190, 0.427, -1.139, 0.487, 0.296, -0.027, 0.291, -0.445, -1.063, 1.545, -0.795, 0.198, -0.191, -0.310, -0.254, -0.274, 2.622, -1.784, 0.279, 0.316, 0.310, -0.315, -1.087, -0.734, 0.423, -0.320, -0.119, 0.344, -0.345, -0.295, -0.223, 0.181, -1.789, 0.374, 0.406, 0.348, 0.836, -0.270, -0.370, 0.239, -0.395, -0.827, 0.567, -0.272, 0.226, -0.313, -0.021, -1.281, 0.290, 0.285, 0.388, 0.227, 0.189, -0.237, 0.738, -0.120, 0.104, 0.340, -0.138, -0.290, -0.326, 0.614, -1.698, 0.282, 0.503, 0.282, -0.586, 0.614, -0.843, -0.392, -0.477, -0.554, 0.542, -0.103, -0.338, 0.037, 0.320, -1.376, 0.265, 0.321, 0.383, -0.059, 0.365, 0.054, 0.742, -0.371, 0.682, -0.698, -0.181, -0.341, -0.114, 1.143, -1.759, 0.410, 0.146, 0.426, -0.026, -0.471, -0.362, 0.285, -0.358, -0.841, 0.706, -0.218, -0.303, -0.263, -0.445, -0.565, 0.184, -0.153, 0.422, 0.211, 0.660, 0.053]
}

***

{
  "formula": "C3H6ClNO",
  "method": "ωB97M-V/def2-TZVPD",
  "smiles": "[H]/N=C(\\Cl)OCC",
  "de_lowest_kj_mol": 315.9,
  "e_homo_ev": -9.69,
  "energy_ev": -19265.492,
  "elements": ["H", "N", "C", "Cl", "O", "C", "C", "H", "H", "H", "H", "H"],
  "coordinates": [[0.783, -1.622, -2.327], [0.551, -1.313, -1.399], [1.401, -0.800, -0.712], [3.085, -0.671, -0.753], [0.936, -0.253, 0.864], [-0.415, -0.065, 0.929], [-1.041, 1.291, 0.359], [-1.097, -0.936, 0.470], [-0.780, 0.000, 1.887], [-1.076, 1.105, -0.656], [-1.977, 1.274, 0.800], [-0.372, 1.990, 0.537]],
  "mulliken_charge": [0.271, -0.435, 0.502, -0.107, -0.444, -0.370, -1.212, 0.225, 0.472, 0.298, 0.405, 0.395]
}